Density functional theory data (ωB97M-V/def2-TZVPD) for a molecular structure, C24H27Cl5N5O2Ti.

Calculated values
HOMO-LUMO gap (alpha / beta) in eV: 3.96 / 6.33
Net charge: -1
HOMO level (alpha / beta) in hartree: -0.054 / -0.141
Electronic energy in eV: -122602.474
Spin multiplicity: 3
Expectation value of S²: 2.040
F_max in eV/A: 0.9

XYZ file:
```
64
Properties=species:S:1:pos:R:3:mulliken_charge:R:1
Ti -0.364 -0.199 -0.048 -0.26
C 0.934 -2.168 2.356 -0.99
C 2.009 -1.919 1.285 -0.80
N 1.486 -1.754 -0.071 -0.01
C 1.362 -2.961 -0.882 -0.93
C 0.321 -3.940 -0.352 -0.79
N -0.914 -3.327 0.050 0.21
C -1.473 -3.613 1.344 -1.06
C -1.524 -2.402 2.280 -0.53
N -0.363 -1.545 2.090 0.09
H 1.330 -1.828 3.319 0.52
H 0.778 -3.243 2.463 0.32
H 2.726 -2.753 1.324 0.59
H 2.545 -1.001 1.517 0.19
H 2.071 -1.084 -0.560 0.23
H 2.322 -3.498 -0.947 0.44
H 1.093 -2.638 -1.890 0.34
H 0.730 -4.464 0.518 0.32
H 0.181 -4.711 -1.127 0.46
H -1.569 -3.106 -0.677 0.05
H -0.875 -4.407 1.804 0.37
H -2.488 -4.020 1.263 0.45
H -1.623 -2.766 3.316 0.43
H -2.389 -1.784 2.040 0.18
H -0.466 -0.691 2.625 0.28
C -4.582 -0.431 -0.258 -1.44
C -3.264 0.256 -0.366 0.75
O -2.258 -0.468 0.168 0.06
C -3.074 1.526 -0.872 -1.08
C -1.925 2.325 -0.801 0.60
C -1.942 3.756 -1.219 -1.48
N -0.797 1.802 -0.206 0.69
N 0.064 2.724 0.340 -0.61
C 0.981 2.094 0.992 0.09
O 0.997 0.771 1.049 -0.25
C 2.014 2.833 1.749 0.36
C 2.154 4.216 1.608 -0.46
C 3.121 4.901 2.322 -0.62
C 3.974 4.224 3.191 -0.41
C 3.842 2.852 3.332 -0.76
C 2.870 2.162 2.614 -0.13
H -4.851 -0.592 0.794 0.27
H -4.551 -1.422 -0.724 0.21
H -5.387 0.138 -0.727 0.38
H -3.955 1.992 -1.304 0.14
H -2.872 3.980 -1.743 0.42
H -1.104 4.004 -1.879 0.27
H -1.852 4.436 -0.365 0.24
H 1.492 4.740 0.933 0.46
H 3.213 5.974 2.195 0.36
H 4.730 4.763 3.747 0.36
H 4.498 2.307 4.001 0.38
H 2.769 1.089 2.718 0.23
Cl 2.131 1.128 -1.901 -0.24
C 0.865 0.401 -2.886 1.42
C -0.167 -0.309 -2.276 -1.14
C -1.047 -0.861 -3.200 1.23
Cl -2.403 -1.876 -2.687 -0.30
C -0.968 -0.698 -4.590 -0.46
Cl -2.137 -1.404 -5.656 -0.23
C 0.068 0.053 -5.123 0.58
Cl 0.193 0.295 -6.832 -0.22
C 1.007 0.607 -4.262 -0.59
Cl 2.313 1.536 -4.916 -0.22
```